{"formula": "C8H10N4OS", "method": "wB97M-V/def2-TZVPD", "relative_energy_kj_mol": 364.6, "energy_ev": -27296.2329, "total_charge": 0, "homo_ha": [-0.245, -0.245], "species": ["C", "C", "C", "C", "C", "C", "C", "C", "N", "N", "N", "N", "O", "S", "H", "H", "H", "H", "H", "H", "H", "H", "H", "H"], "coordinates": [[0.691, -2.274, -2.299], [0.350, -0.924, -2.554], [0.844, -2.720, -0.993], [0.142, -0.045, -1.526], [0.789, -1.823, 0.086], [0.433, -0.483, -0.244], [-0.435, 1.588, 1.084], [-1.513, 2.136, 0.250], [-0.037, 2.084, 2.236], [0.898, 1.268, 2.793], [1.126, 0.302, 1.867], [0.412, 0.488, 0.747], [-0.878, 3.058, -0.648], [-2.231, -0.596, 2.128], [0.909, -3.041, -3.073], [0.164, -0.583, -3.592], [1.036, -3.798, -0.872], [0.139, 0.989, -1.815], [1.219, -2.104, 1.073], [-2.133, 2.598, 0.921], [-2.037, 1.467, -0.283], [1.746, -0.426, 2.055], [-0.539, 3.815, -0.191], [-1.094, -0.975, 2.851]], "forces_ev_per_angstrom": [[-0.20, 0.07, -0.33], [-0.41, -1.70, -1.47], [0.27, -0.12, 0.31], [1.27, -0.35, -0.24], [0.32, 0.80, -0.79], [0.00, -1.33, 0.00], [1.18, -3.88, -0.40], [3.81, 2.29, 0.27], [1.73, -1.33, 1.70], [-1.13, -0.17, -3.38], [-2.19, 3.90, 1.48], [-0.28, 2.17, 2.53], [-0.59, -0.65, -1.03], [1.15, 0.00, 0.43], [-0.51, 1.01, 0.29], [0.41, -0.28, 0.76], [0.12, 0.76, 0.33], [-0.70, 0.48, 0.52], [-1.07, 0.07, -0.75], [-1.83, 1.32, 1.59], [-1.56, -2.63, -1.90], [1.11, -1.32, 0.05], [0.13, 0.59, 0.60], [-1.04, 0.29, -0.55]], "lowdin_charge": [-0.071, -0.063, -0.076, -0.016, 0.001, -0.216, -0.284, -0.178, 0.109, 0.125, 0.079, 0.024, -0.035, -0.028, 0.118, 0.122, 0.118, 0.118, 0.118, 0.101, 0.078, 0.141, 0.082, -0.367]}

***

{"formula": "C27H54FIO9SSi", "method": "wB97M-V/def2-TZVPD", "energy_ev": -76834.3424, "total_charge": 0, "homo_ha": -0.339, "species": ["C", "C", "F", "C", "C", "C", "C", "I", "O", "S", "O", "O", "C", "C", "C", "O", "Si", "C", "C", "C", "H", "H", "H", "H", "H", "H", "H", "H", "H", "H", "H", "H", "H", "H", "H", "H", "H", "H", "H", "H", "H", "H", "H", "H", "C", "C", "C", "O", "H", "H", "H", "H", "H", "H", "C", "C", "C", "O", "H", "H", "H", "H", "H", "H", "C", "C", "C", "O", "H", "H", "H", "H", "H", "H", "C", "C", "C", "O", "H", "H", "H", "H", "H", "H", "C", "C", "C", "O", "H", "H", "H", "H", "H", "H"], "coordinates": [[4.442, -5.960, -0.180], [4.202, -5.630, -1.657], [5.383, -5.700, -2.401], [3.463, -4.327, -1.908], [4.326, -3.051, -1.927], [5.506, -3.094, -0.963], [6.413, -1.863, -1.047], [7.143, -1.274, 0.902], [5.871, -0.783, -1.797], [4.375, -0.355, -1.422], [3.976, 0.566, -2.424], [4.267, 0.158, -0.096], [3.416, -1.879, -1.482], [2.164, -1.718, -2.331], [0.880, -2.035, -1.555], [0.265, -3.221, -2.044], [-1.363, -3.351, -1.635], [-2.321, -1.800, -2.059], [-2.039, -4.729, -2.724], [-1.647, -3.819, 0.159], [4.134, -6.968, 0.056], [3.798, -5.308, 0.401], [5.457, -5.749, 0.131], [3.555, -6.421, -2.029], [2.645, -4.220, -1.210], [2.997, -4.407, -2.884], [4.691, -2.804, -2.921], [6.137, -3.960, -1.091], [5.107, -3.146, 0.046], [7.306, -2.146, -1.573], [3.175, -2.094, -0.450], [2.070, -0.708, -2.709], [2.207, -2.352, -3.205], [0.229, -1.165, -1.615], [1.101, -2.179, -0.496], [-2.256, -1.640, -3.130], [-3.344, -1.890, -1.716], [-1.922, -0.916, -1.583], [-1.767, -4.459, -3.741], [-3.117, -4.804, -2.667], [-1.536, -5.666, -2.506], [-1.678, -2.970, 0.835], [-0.950, -4.555, 0.548], [-2.632, -4.277, 0.206], [7.374, -1.755, 6.497], [6.485, -2.175, 5.350], [5.089, -1.601, 5.321], [6.874, -2.934, 4.495], [8.344, -2.236, 6.398], [7.510, -0.672, 6.488], [6.925, -2.051, 7.446], [5.133, -0.512, 5.263], [4.546, -1.891, 6.222], [4.561, -1.981, 4.449], [-2.754, 3.023, -2.518], [-3.805, 1.975, -2.253], [-5.241, 2.413, -2.341], [-3.505, 0.835, -1.975], [-1.767, 2.579, -2.421], [-2.872, 3.417, -3.529], [-2.850, 3.834, -1.795], [-5.473, 2.782, -3.343], [-5.419, 3.200, -1.611], [-5.890, 1.567, -2.119], [-5.803, 4.147, 2.853], [-5.260, 3.357, 1.687], [-4.653, 2.012, 1.997], [-5.302, 3.773, 0.551], [-6.208, 5.094, 2.506], [-6.594, 3.582, 3.349], [-5.004, 4.349, 3.568], [-5.400, 1.364, 2.459], [-3.810, 2.132, 2.678], [-4.299, 1.550, 1.077], [0.954, 0.881, 0.512], [0.127, 2.130, 0.328], [0.883, 3.415, 0.100], [-1.082, 2.102, 0.360], [0.291, 0.030, 0.665], [1.569, 0.705, -0.373], [1.607, 0.986, 1.378], [1.493, 3.335, -0.801], [1.533, 3.623, 0.952], [0.178, 4.235, -0.017], [-7.891, 8.939, 0.150], [-6.802, 7.987, 0.586], [-6.870, 6.575, 0.059], [-5.916, 8.343, 1.328], [-7.723, 9.915, 0.600], [-7.884, 9.042, -0.937], [-8.865, 8.564, 0.467], [-6.821, 6.580, -1.032], [-7.802, 6.102, 0.376], [-6.036, 6.000, 0.442]], "forces_ev_per_angstrom": [[-0.20, 0.69, -0.22], [-0.68, -0.62, 0.55], [-0.04, 0.11, 0.01], [0.88, 0.27, -0.90], [-0.07, 0.50, 0.46], [-0.25, 0.38, 0.62], [0.27, -0.33, 0.03], [0.01, -0.08, -0.17], [-0.46, -0.14, 0.35], [-0.90, 0.95, 0.48], [0.13, 0.01, -1.26], [0.58, -0.44, 0.82], [0.95, -0.58, -0.79], [-0.50, 0.21, 0.35], [0.36, -0.27, -0.04], [-0.50, 0.48, 0.20], [-0.78, -0.50, -0.41], [0.95, -0.52, 0.36], [0.88, 0.55, 0.14], [0.09, 0.10, -0.12], [0.31, -0.35, 0.01], [-0.08, 0.10, 0.28], [0.24, -0.22, 0.03], [0.04, -0.10, -0.31], [-0.16, -0.15, 0.34], [-0.20, -0.01, -0.18], [0.01, -0.34, -0.31], [0.09, -0.18, -0.18], [-0.14, -0.14, 0.21], [0.32, 0.26, -0.24], [-0.15, 0.29, 0.38], [0.23, 0.23, -0.06], [0.03, -0.24, -0.21], [-0.32, -0.07, -0.11], [0.10, 0.08, 0.20], [-0.30, 0.08, -0.21], [-0.29, -0.02, -0.19], [0.00, 0.27, 0.14], [-0.06, -0.02, -0.29], [-0.20, -0.18, 0.13], [-0.20, -0.30, 0.07], [0.13, 0.20, 0.12], [0.22, -0.08, 0.01], [-0.24, -0.08, -0.03], [0.14, -0.13, -0.11], [-0.01, -0.01, -0.03], [-0.01, -0.12, -0.17], [0.02, -0.02, -0.02], [0.00, -0.01, -0.01], [-0.09, 0.02, 0.11], [-0.04, 0.14, 0.03], [-0.03, 0.01, 0.13], [0.02, 0.13, 0.06], [0.02, 0.00, -0.01], [0.15, -0.17, -0.02], [0.04, -0.03, 0.04], [-0.12, -0.20, -0.05], [-0.10, 0.19, 0.00], [-0.01, -0.02, 0.03], [-0.07, 0.14, 0.06], [-0.07, 0.06, -0.08], [0.07, 0.10, 0.03], [-0.02, 0.10, -0.08], [0.00, -0.01, 0.00], [-0.06, 0.14, -0.23], [0.13, -0.17, -0.03], [0.01, -0.01, -0.24], [-0.03, 0.09, 0.18], [0.01, 0.03, 0.01], [0.09, -0.05, 0.10], [-0.04, -0.10, 0.08], [0.05, 0.03, 0.14], [-0.06, -0.04, 0.10], [0.03, 0.02, 0.00], [-0.28, -0.11, 0.02], [-0.04, -0.01, -0.01], [-0.23, 0.09, -0.04], [0.02, 0.00, 0.04], [-0.02, 0.03, 0.01], [0.15, 0.09, 0.10], [0.16, 0.02, -0.11], [0.13, -0.03, 0.09], [0.13, -0.05, -0.08], [-0.01, -0.01, 0.00], [0.13, 0.15, 0.14], [0.00, -0.02, -0.01], [0.14, 0.18, 0.13], [-0.01, 0.01, 0.03], [0.01, 0.00, 0.01], [-0.12, -0.09, -0.01], [-0.03, -0.05, -0.14], [-0.16, -0.03, -0.01], [-0.06, 0.01, -0.16], [0.04, -0.05, -0.05]], "lowdin_charge": [-0.023, -0.360, -0.018, -0.093, -0.263, -0.211, -0.720, 0.909, -0.258, 0.613, -0.251, -0.306, -0.293, -0.124, -0.259, -0.211, 0.436, -0.163, -0.159, -0.158, 0.076, 0.077, 0.080, 0.136, 0.119, 0.123, 0.159, 0.110, 0.091, 0.082, 0.128, 0.106, 0.124, 0.092, 0.115, 0.046, 0.041, 0.007, 0.027, 0.030, 0.027, 0.025, 0.027, 0.029, -0.025, -0.511, -0.024, 0.045, 0.081, 0.085, 0.084, 0.085, 0.084, 0.079, -0.017, -0.487, -0.023, 0.049, 0.072, 0.084, 0.087, 0.084, 0.053, 0.084, -0.009, -0.474, -0.009, 0.050, 0.065, 0.089, 0.091, 0.087, 0.089, 0.078, -0.013, -0.493, -0.015, 0.060, 0.077, 0.069, 0.093, 0.089, 0.087, 0.080, -0.028, -0.504, -0.029, 0.067, 0.079, 0.083, 0.083, 0.089, 0.092, 0.045]}

***

{"formula": "C2H2N2O3", "method": "wB97M-V/def2-TZVPD", "relative_energy_kj_mol": 231.2, "energy_ev": -11226.4084, "total_charge": 0, "homo_ha": -0.388, "species": ["C", "C", "N", "N", "O", "O", "O", "H", "H"], "coordinates": [[0.822, 0.221, -1.147], [-0.799, 0.635, 1.233], [0.356, -0.860, -0.606], [-0.462, -0.999, 0.285], [-1.333, 0.195, 2.164], [0.473, 0.761, -2.173], [-0.344, 1.448, 0.553], [1.758, 0.575, -0.735], [-0.470, -1.977, 0.428]], "forces_ev_per_angstrom": [[1.80, 4.95, -2.91], [-1.35, 0.31, 2.08], [-1.00, -3.99, 0.88], [1.13, 0.46, -1.98], [-0.76, -0.38, 1.51], [-0.68, -0.76, 0.05], [1.11, 1.37, -1.62], [0.58, -0.27, 0.93], [-0.83, -1.68, 1.06]], "lowdin_charge": [-0.403, -0.580, 0.107, 0.198, 0.156, 0.077, 0.178, 0.146, 0.121]}

***

{"formula": "C17H16Cl5GeN3STi", "method": "wB97M-V/def2-TZVPD", "multiplicity": 4, "s_squared": 3.8073, "relative_energy_kj_mol": 61.6, "energy_ev": -175443.7151, "total_charge": -1, "homo_ha": [-0.100, -0.171], "species": ["Ti", "Cl", "C", "C", "C", "C", "C", "Cl", "C", "S", "H", "H", "H", "C", "C", "C", "C", "C", "C", "C", "C", "N", "H", "H", "H", "H", "H", "H", "H", "H", "H", "Cl", "Ge", "Cl", "Cl", "N", "C", "C", "N", "C", "H", "H", "H", "H"], "coordinates": [[-0.198, -1.104, 0.257], [-2.320, 0.411, 0.009], [-3.179, -0.301, -1.361], [-4.527, -0.021, -1.440], [-5.264, -0.553, -2.486], [-4.621, -1.343, -3.424], [-3.263, -1.594, -3.313], [-2.551, -2.596, -4.557], [-2.468, -1.096, -2.273], [-0.750, -1.427, -2.139], [-4.988, 0.601, -0.686], [-6.327, -0.363, -2.562], [-5.166, -1.778, -4.251], [-0.236, 0.824, 3.037], [0.636, 1.855, 2.375], [1.115, 2.930, 3.099], [1.859, 3.942, 2.491], [2.108, 3.909, 1.110], [1.668, 2.862, 0.338], [1.906, 2.817, -1.137], [0.965, 1.739, 0.950], [0.668, 0.690, 0.244], [0.247, 0.367, 3.902], [-0.497, 0.016, 2.348], [-1.177, 1.267, 3.373], [0.890, 3.001, 4.158], [2.233, 4.767, 3.085], [2.655, 4.723, 0.646], [2.505, 3.670, -1.461], [0.959, 2.815, -1.680], [2.401, 1.887, -1.422], [-1.098, -5.910, 1.542], [-0.492, -3.991, 0.355], [0.138, -2.702, 2.370], [-2.512, -2.882, 0.570], [3.966, -1.806, 0.320], [3.783, -2.245, -0.978], [2.442, -2.209, -1.180], [1.807, -1.766, -0.033], [2.755, -1.533, 0.839], [4.839, -1.713, 0.803], [4.600, -2.534, -1.614], [1.877, -2.477, -2.057], [2.612, -1.148, 1.834]], "forces_ev_per_angstrom": [[-1.31, -0.10, -0.44], [-0.30, 0.05, -0.23], [0.19, 0.11, 0.28], [-0.01, 0.00, -0.04], [0.03, -0.01, 0.02], [0.00, 0.00, -0.03], [-0.03, -0.14, -0.23], [-0.01, 0.10, 0.15], [0.27, 0.05, 0.14], [-0.34, -0.06, -0.26], [0.01, -0.03, 0.01], [0.02, 0.01, -0.01], [0.01, 0.00, 0.00], [0.05, 0.05, -0.12], [0.09, 0.04, -0.08], [-0.06, -0.04, -0.10], [0.04, 0.05, -0.02], [-0.05, -0.04, 0.09], [0.00, 0.01, 0.08], [0.02, -0.04, -0.03], [-0.06, -0.11, 0.03], [0.37, 0.61, 0.60], [0.01, 0.00, 0.01], [0.03, 0.17, 0.24], [0.03, 0.04, 0.04], [0.01, -0.01, 0.00], [-0.02, 0.00, -0.01], [0.01, -0.01, 0.01], [-0.01, 0.00, -0.01], [-0.01, 0.00, 0.01], [0.02, 0.00, 0.02], [0.05, 0.23, -0.11], [-0.14, -0.54, 0.42], [0.04, 0.03, -0.03], [0.21, -0.13, -0.13], [0.21, -0.09, -0.19], [-0.02, 0.06, 0.15], [-0.20, -0.02, 0.14], [0.88, -0.32, -0.49], [0.00, 0.09, 0.10], [0.04, 0.01, 0.01], [0.00, 0.00, 0.02], [-0.01, 0.02, 0.00], [-0.05, -0.05, 0.00]], "mulliken_spin": [1.762, 0.025, -0.005, 0.004, -0.002, 0.001, 0.000, 0.000, 0.016, -0.025, 0.000, 0.000, 0.000, -0.084, 0.223, -0.143, 0.299, -0.127, 0.151, 0.000, 0.063, 0.516, 0.013, 0.053, 0.013, -0.002, 0.026, -0.004, 0.001, 0.010, 0.010, 0.028, 0.128, 0.012, -0.013, 0.006, -0.003, 0.052, -0.063, 0.056, -0.001, 0.001, -0.001, 0.005]}